# 1
Here is a 3-piece molecular cluster, C23H48BFN8O4P2 overall from the OMol25 dataset. Energies are from wB97M-V/def2-TZVPD.

Its structure (SMILES) is CC[C@@H](F)c1cnc2ccc(B(O)O)cc2n1.CN(C)P(=O)(N(C)C)N(C)C.CN(C)P(=O)(N(C)C)N(C)C. The HOMO energy is -7.883 eV. The largest force on an atom is 7.46 eV/A. Its charge is 0.

Positions of all 87 atoms, in Å:
C -2.40287 -2.21612 2.70578
C -1.16662 -3.08211 2.05536
C -1.01612 -2.95593 0.42774
F -2.27420 -3.52531 -0.18385
C -0.82858 -1.42024 -0.13212
C -0.93821 -1.16478 -1.73561
N -0.77926 0.14910 -2.44904
C -0.52562 1.21987 -1.42626
C -0.32165 2.76995 -2.00788
C -0.02964 4.08183 -1.06898
C 0.07346 3.88615 0.55616
B 0.37340 5.22050 1.47681
O 0.23124 5.18582 2.97407
O 0.79110 6.55778 0.92870
C -0.09372 2.34141 1.14355
C -0.38746 1.01567 0.18072
N -0.52440 -0.32322 0.84830
H -3.20857 -2.08380 1.86497
H -1.95791 -1.18176 3.09896
H -2.94014 -2.73813 3.61381
H -1.41982 -4.22776 2.27602
H -0.12088 -2.89732 2.59742
H -0.13044 -3.58810 -0.03383
H -1.15023 -2.11952 -2.41866
H -0.41745 2.94671 -3.18363
H 0.11452 5.16569 -1.53025
H 0.52218 4.28129 3.29434
H 1.52885 6.43818 0.25046
H -0.02249 2.18538 2.32499
O 4.66142 7.57780 -1.23554
P 5.95541 6.79578 -1.56956
N 5.49044 5.45511 -0.60615
C 5.22155 5.58730 0.81990
C 4.38314 4.70575 -1.21341
N 6.99254 7.87370 -0.75826
C 7.52554 7.69203 0.57533
C 6.75410 9.29624 -1.00310
N 7.44295 5.89679 -1.95355
C 7.87600 4.60871 -1.44854
C 8.39938 6.51325 -2.85914
H 4.78542 4.67050 1.23457
H 4.53788 6.41327 1.04380
H 6.14488 5.72060 1.38356
H 4.55718 4.56055 -2.28388
H 3.42542 5.22814 -1.09427
H 4.29283 3.70708 -0.77022
H 6.76748 7.86921 1.34299
H 8.35643 8.38206 0.76617
H 7.95255 6.69376 0.70617
H 5.95168 9.68459 -0.36623
H 6.47543 9.46583 -2.04903
H 7.65734 9.88937 -0.82337
H 8.00344 4.62278 -0.36196
H 8.84010 4.30217 -1.86755
H 7.16677 3.81940 -1.71905
H 9.29231 6.83882 -2.31593
H 7.96956 7.39083 -3.35343
H 8.70142 5.82214 -3.65344
O -5.51142 -5.68768 2.00801
P -5.76461 -7.04060 1.29875
N -4.47349 -6.79667 0.19637
C -4.43223 -5.64871 -0.70022
C -3.16591 -6.91062 0.85491
N -7.27865 -6.59301 0.66387
C -7.52580 -6.12581 -0.68380
C -8.18716 -5.91979 1.59221
N -6.05567 -8.59589 0.48341
C -5.38292 -9.14801 -0.67602
C -7.12586 -9.44183 0.98737
H -3.46548 -5.57163 -1.21222
H -4.61056 -4.70192 -0.17911
H -5.15378 -5.75601 -1.51008
H -3.14398 -7.77853 1.52089
H -2.93281 -6.02000 1.45222
H -2.36555 -7.05662 0.12005
H -7.18028 -5.09844 -0.82694
H -8.59650 -6.15016 -0.92033
H -7.05793 -6.77633 -1.42805
H -7.96824 -4.84864 1.66290
H -8.10536 -6.35430 2.59466
H -9.23216 -6.04079 1.28678
H -5.50467 -8.50938 -1.55603
H -5.77523 -10.13203 -0.95319
H -4.31541 -9.29478 -0.48088
H -7.97171 -9.45098 0.29251
H -7.49183 -9.08465 1.95573
H -6.78387 -10.47096 1.14126

Forces on atoms 1 to 6 (eV/Å):
C 0.462 0.532 -0.149
C -0.114 -1.342 0.412
C -0.255 0.562 -0.107
F 2.593 1.361 1.095
C 0.428 3.288 -0.267
C 0.521 2.269 0.548


# 2
Here is a 2-piece molecular cluster, C6H13NO overall from the OMol25 dataset. Energies are from wB97M-V/def2-TZVPD.

Its structure (SMILES) is C=C(C)NC.C=CO. The HOMO energy is -7.480 eV. The energy above the lowest of the compared OMol25 structures with the same formula, charge and spin comes out at 283.9 kJ/mol. The largest force on an atom is 3.13 eV/A. Its charge is 0.

Positions of all 21 atoms, in Å:
C 1.91138 -0.48331 -0.51800
C 1.60166 0.41582 -1.47637
C -1.36519 1.83619 -0.19676
C -1.30733 -1.07925 -0.03749
N -0.62047 1.13005 0.81850
C -0.42963 -0.26829 0.87877
C 0.04809 -0.80450 2.02227
O 1.87704 -1.83735 -0.67777
H 1.28400 -2.05943 -1.40654
H 0.00199 1.65714 1.41357
H 2.59349 -0.22079 0.27923
H 1.95610 1.42943 -1.44208
H 1.01817 0.13257 -2.33951
H -0.84536 1.80480 -1.16195
H -2.35734 1.40642 -0.33423
H -1.47277 2.87931 0.09854
H -1.08689 -2.13621 0.08405
H -2.36098 -0.90721 0.17821
H -1.13392 -0.80748 -1.07899
H 0.07448 -1.86936 2.16733
H 0.61347 -0.21855 2.72925

Forces on atoms 1 to 6 (eV/Å):
C 1.720 0.695 -2.062
C -0.059 -0.969 0.817
C 0.605 -0.275 -0.232
C 0.634 0.081 -0.285
N 0.493 -0.671 0.075
C -2.256 0.953 1.954


no.,gap between HOMO and LUMO (Ha)
1,0.233
2,0.308